Here is C19H17Cl5IrN2 as an isolated structure from OMol25. Energies are from ωB97M-V/def2-TZVPD.

Computed properties:
gap between HOMO and LUMO (alpha / beta)	5.9 / 4.8	eV
largest force on an atom	0.0618	hartree/bohr
lowest unoccupied orbital energy (alpha / beta)	-6.8 / -10.7	eV
energy above the lowest of the compared OMol25 structures with the same formula, charge and spin	29.3	kJ/mol
E_HOMO (alpha / beta)	-12.7 / -15.5	eV
charge	+2
spin multiplicity	6

Geometry (Å):
C  1.259  4.161  -2.172
C  1.172  3.493  -3.550
H  0.329  4.676  -1.933
H  2.078  4.889  -2.160
H  1.459  3.451  -1.374
H  0.454  2.671  -3.576
H  0.858  4.228  -4.302
H  2.136  3.094  -3.874
C  -1.418  0.988  2.109
C  -2.415  0.902  3.081
C  -3.373  -0.122  3.037
C  -3.310  -1.052  2.011
H  -0.607  1.714  2.151
H  -2.422  1.626  3.892
H  -4.137  -0.235  3.802
H  -3.892  -1.971  1.961
N  -1.466  0.155  1.037
C  -2.399  -0.837  0.972
C  -2.230  -1.695  -0.161
N  -1.130  -1.387  -0.913
C  -0.744  -2.227  -1.910
C  -2.715  -3.589  -1.539
C  -1.573  -3.278  -2.287
H  0.196  -1.965  -2.391
H  -1.313  -3.859  -3.169
C  -2.996  -2.844  -0.407
H  -3.767  -3.095  0.318
H  -3.378  -4.412  -1.818
Ir  0.051  0.149  -0.357
C  0.961  0.628  -1.981
H  0.325  0.380  -2.840
H  1.882  0.038  -2.054
H  1.193  1.697  -2.016
Cl  2.299  2.316  0.639
C  2.513  0.710  1.192
C  1.552  -0.277  0.923
C  1.612  -1.496  1.631
Cl  0.329  -2.633  1.523
C  2.688  -1.774  2.495
Cl  2.743  -3.262  3.319
C  3.713  -0.815  2.694
Cl  5.051  -1.176  3.707
C  3.610  0.432  2.033
Cl  4.823  1.604  2.254

Here is one molecule with the formula C19H17F4NO7S from OMol25. Energies are from ωB97M-V/def2-TZVPD.

Computed properties:
gap between HOMO and LUMO	9.4	eV
largest force on an atom	0.0287	hartree/bohr
lowest unoccupied orbital energy	-0.2	eV
SMILES	CN(C)S(=O)(=O)c1ccc(C(=O)OCC(=O)c2ccc(OC(F)F)cc2OC(F)F)cc1
E_HOMO	-9.7	eV
charge	0

Geometry (Å):
C  -3.257  -1.002  -2.012
N  -3.883  -0.292  -0.926
C  -3.534  1.101  -0.801
S  -3.951  -1.131  0.513
O  -4.688  -0.336  1.447
O  -4.400  -2.458  0.219
C  -2.234  -1.211  1.047
C  -1.444  -2.256  0.602
C  -0.097  -2.271  0.913
C  0.444  -1.237  1.673
C  1.897  -1.147  1.946
O  2.399  -0.450  2.791
O  2.618  -1.884  1.076
C  4.008  -1.626  1.050
C  4.357  -0.235  0.511
O  5.488  0.168  0.501
C  3.177  0.579  0.097
C  2.908  1.760  0.772
C  1.736  2.464  0.551
C  0.837  1.987  -0.388
O  -0.386  2.562  -0.670
C  -0.708  3.757  -0.119
F  -1.830  4.176  -0.710
F  -0.991  3.637  1.201
C  1.113  0.837  -1.123
C  2.274  0.132  -0.875
O  2.641  -1.025  -1.553
C  1.858  -1.532  -2.514
F  1.656  -0.674  -3.541
F  0.615  -1.855  -2.076
C  -0.369  -0.203  2.139
C  -1.713  -0.186  1.816
H  -3.570  -0.559  -2.957
H  -2.161  -0.980  -1.950
H  -3.601  -2.032  -1.967
H  -4.030  1.482  0.087
H  -3.896  1.645  -1.673
H  -2.451  1.249  -0.715
H  -1.901  -3.046  0.028
H  0.537  -3.074  0.573
H  4.455  -2.389  0.411
H  4.436  -1.698  2.058
H  3.610  2.102  1.517
H  1.535  3.347  1.134
H  0.065  4.541  -0.227
H  0.390  0.531  -1.861
H  2.334  -2.443  -2.909
H  0.074  0.578  2.738
H  -2.368  0.598  2.160

Here is C19H17FN3O2RuS4 as an isolated structure from OMol25. Energies are from ωB97M-V/def2-TZVPD.

Computed properties:
gap between HOMO and LUMO (alpha / beta)	5.2 / 4.8	eV
largest force on an atom	0.0137	hartree/bohr
lowest unoccupied orbital energy (alpha / beta)	4.7 / 4.2	eV
energy above the lowest of the compared OMol25 structures with the same formula, charge and spin	50.6	kJ/mol
E_HOMO (alpha / beta)	-0.5 / -0.5	eV
charge	-2
spin multiplicity	2

Geometry (Å):
Ru  0.887  0.903  0.656
C  3.104  -1.449  3.621
C  2.188  -2.474  3.900
C  0.958  -2.448  3.276
C  0.638  -1.407  2.394
C  1.530  -0.343  2.094
C  2.783  -0.427  2.750
C  -0.637  -1.337  1.702
C  -1.609  -2.380  1.737
C  -2.783  -2.254  1.079
C  -3.074  -1.039  0.409
C  -4.302  -0.806  -0.245
C  -4.565  0.407  -0.821
C  -3.608  1.439  -0.735
C  -2.401  1.234  -0.124
C  -2.086  -0.028  0.428
N  -0.859  -0.220  1.007
H  4.084  -1.467  4.092
H  2.444  -3.274  4.588
H  0.248  -3.242  3.484
H  3.519  0.343  2.552
H  -1.376  -3.290  2.271
H  -3.515  -3.056  1.071
H  -5.036  -1.605  -0.271
H  -5.510  0.581  -1.323
H  -3.831  2.414  -1.154
H  -1.675  2.024  -0.011
S  3.619  2.352  -2.998
S  5.085  2.436  -1.716
S  4.618  1.905  0.207
S  2.747  2.421  0.816
C  0.202  2.009  -3.488
C  0.454  1.341  -2.171
N  0.341  1.949  -1.041
O  0.011  3.299  -1.025
C  0.844  -0.041  -2.050
C  0.856  -1.005  -3.190
N  1.171  -0.468  -0.827
O  1.406  -1.715  -0.680
H  0.192  3.088  -3.359
H  -0.762  1.694  -3.902
H  0.980  1.744  -4.204
H  0.097  3.461  -0.059
H  0.380  -0.579  -4.076
H  0.332  -1.922  -2.906
H  1.877  -1.305  -3.451
F  0.036  2.538  1.691

Here is C19H17IN2O3PdSTe as an isolated structure from OMol25. Energies are from ωB97M-V/def2-TZVPD.

Computed properties:
gap between HOMO and LUMO	5.8	eV
largest force on an atom	0.0182	hartree/bohr
lowest unoccupied orbital energy	4.5	eV
energy above the lowest of the compared OMol25 structures with the same formula, charge and spin	62.7	kJ/mol
E_HOMO	-1.3	eV
charge	-2

Geometry (Å):
Pd  -1.956  -0.153  0.520
O  3.877  0.134  0.420
C  2.894  -0.119  1.113
N  1.665  -0.467  0.680
S  0.680  -0.762  1.902
O  0.293  -2.147  1.968
O  -0.408  0.206  2.008
C  1.805  -0.413  3.222
C  1.642  -0.464  4.593
C  2.745  -0.142  5.373
C  3.959  0.214  4.783
C  4.098  0.253  3.403
C  2.996  -0.066  2.627
H  0.695  -0.743  5.034
H  2.663  -0.167  6.453
H  4.803  0.461  5.417
H  5.030  0.523  2.922
Te  -3.329  -1.197  -1.313
C  -1.820  -1.928  -2.605
C  -2.077  -2.026  -3.972
C  -1.135  -2.567  -4.838
C  0.090  -3.004  -4.352
C  0.352  -2.909  -2.990
C  -0.597  -2.393  -2.123
H  -3.015  -1.655  -4.369
H  -1.353  -2.625  -5.899
H  0.837  -3.406  -5.027
H  1.309  -3.226  -2.593
H  -0.370  -2.322  -1.066
C  -2.957  2.697  1.178
C  -2.167  2.646  -0.091
C  -1.943  3.669  -0.989
C  -1.144  3.131  -2.030
C  -0.918  1.806  -1.716
C  -0.048  0.824  -2.431
N  -1.541  1.510  -0.539
H  -2.988  3.725  1.548
H  -2.521  2.075  1.963
H  -3.987  2.348  1.049
H  -2.288  4.688  -0.877
H  -0.733  3.653  -2.883
H  0.816  1.333  -2.864
H  -0.571  0.301  -3.236
H  0.331  0.075  -1.733
I  -3.713  -1.372  2.362

Here is one molecule with the formula C19H17N3O3S2 from OMol25. Energies are from ωB97M-V/def2-TZVPD.

Computed properties:
gap between HOMO and LUMO	7.4	eV
largest force on an atom	0.0223	hartree/bohr
lowest unoccupied orbital energy	-0.6	eV
energy above the lowest of the compared OMol25 structures with the same formula, charge and spin	104.3	kJ/mol
SMILES	CCOc1ccc(/C=C2\SC(=S)N(CC(=O)Nc3ccccn3)C2=O)cc1
E_HOMO	-8.0	eV
charge	0

Geometry (Å):
C  4.857  4.775  -4.756
C  5.788  4.073  -3.773
O  5.396  2.737  -3.516
C  4.357  2.475  -2.695
C  3.643  3.416  -1.950
C  2.613  3.008  -1.132
C  2.243  1.661  -1.023
C  1.151  1.323  -0.160
C  0.569  0.131  0.104
S  0.941  -1.461  -0.529
C  -0.361  -2.201  0.385
S  -0.723  -3.790  0.376
N  -0.998  -1.264  1.134
C  -2.199  -1.584  1.862
C  -3.336  -1.778  0.855
O  -3.250  -1.357  -0.274
N  -4.439  -2.463  1.261
C  -4.798  -3.104  2.442
C  -4.371  -2.737  3.718
C  -4.833  -3.476  4.794
C  -5.703  -4.534  4.578
C  -6.099  -4.787  3.275
N  -5.664  -4.093  2.241
C  -0.562  0.046  1.032
O  -1.051  0.957  1.661
C  2.971  0.725  -1.773
C  4.002  1.123  -2.586
H  5.228  5.776  -4.960
H  4.816  4.216  -5.687
H  3.849  4.848  -4.355
H  6.787  3.981  -4.208
H  5.871  4.639  -2.837
H  3.886  4.466  -1.998
H  2.070  3.749  -0.563
H  0.699  2.152  0.375
H  -2.042  -2.493  2.449
H  -2.406  -0.721  2.503
H  -5.063  -2.707  0.496
H  -3.734  -1.886  3.882
H  -4.520  -3.218  5.795
H  -6.074  -5.129  5.396
H  -6.798  -5.577  3.039
H  2.724  -0.323  -1.714
H  4.564  0.405  -3.162

Here is one molecule with the formula C19H17NO2 from OMol25. Energies are from ωB97M-V/def2-TZVPD.

Computed properties:
gap between HOMO and LUMO	7.7	eV
largest force on an atom	0.0926	hartree/bohr
lowest unoccupied orbital energy	0.0	eV
energy above the lowest of the compared OMol25 structures with the same formula, charge and spin	352.8	kJ/mol
SMILES	CCc1c(-c2ccc(O)cc2)c2ccc3ccc(CO)c1n32
E_HOMO	-7.7	eV
charge	0

Geometry (Å):
C  2.272  2.090  -1.215
C  0.834  2.287  -0.672
C  0.292  1.230  0.300
C  0.493  -0.153  0.261
C  1.226  -0.954  -0.669
C  0.821  -0.948  -2.048
C  1.616  -1.698  -2.951
C  2.615  -2.504  -2.570
O  3.414  -3.285  -3.329
C  3.039  -2.434  -1.221
C  2.391  -1.714  -0.229
C  -0.043  -0.659  1.553
C  -0.251  -1.726  2.452
C  -0.936  -1.190  3.549
C  -1.112  0.135  3.349
C  -1.480  1.190  4.211
C  -1.357  2.469  3.755
C  -0.718  2.764  2.364
C  -0.866  4.189  1.832
O  -1.942  4.947  2.474
C  -0.407  1.639  1.539
N  -0.581  0.393  2.141
H  2.737  2.930  -1.688
H  2.954  1.824  -0.341
H  2.341  1.229  -1.908
H  0.942  3.287  -0.172
H  0.123  2.436  -1.440
H  -0.141  -0.422  -2.296
H  1.401  -1.874  -3.944
H  2.978  -3.371  -4.241
H  3.988  -2.854  -0.900
H  2.527  -1.735  0.820
H  -0.028  -2.734  2.219
H  -1.139  -1.649  4.499
H  -1.901  0.937  5.254
H  -1.742  3.198  4.452
H  -0.920  4.131  0.712
H  -0.080  4.756  2.020
H  -2.722  4.480  2.714